(1)
A molecular structure, C24H56FN3NbO7S in a non-equilibrium geometry. Source: the Open Molecules 2025 dataset; level of theory: ωB97M-V/def2-TZVPD.

Last column: Löwdin charge in e.
Geometry (Å):
C -6.582 -1.546 0.377  -0.1335
O -6.040 -0.256 0.416  -0.1813
C -4.628 -0.190 0.340  -0.2287
C -3.923 -0.482 1.645  -0.1661
C -3.571 -1.950 1.892  -0.1985
C -2.341 -2.401 1.111  -0.2108
C -1.667 -3.674 1.612  -0.1956
C -0.691 -3.544 2.773  -0.2008
C -1.177 -2.862 4.052  -0.2082
C -1.137 -1.336 4.011  -0.2500
C 0.226 -0.738 4.372  -0.3144
C 0.171 0.596 5.132  -0.3631
Nb -0.385 2.374 3.835  1.2339
C 1.148 2.168 2.211  -0.3523
C 0.431 1.929 0.872  -0.3043
C 0.229 0.437 0.620  -0.2303
C -0.376 0.143 -0.729  -0.2616
O -0.519 -1.250 -0.982  -0.1002
S 1.510 3.739 5.033  0.3943
O 1.599 3.383 6.423  -0.4357
O 1.439 5.143 4.747  -0.4228
F 2.985 3.299 4.476  -0.3184
H -5.974 -2.220 -0.226  0.0833
H -7.577 -1.484 -0.050  0.0789
H -6.669 -1.983 1.373  0.0814
H -4.274 -0.857 -0.450  0.1163
H -4.407 0.824 0.023  0.1192
H -4.536 -0.118 2.465  0.1214
H -3.000 0.092 1.692  0.0720
H -4.397 -2.596 1.597  0.0953
H -3.435 -2.091 2.960  0.0898
H -1.620 -1.594 1.025  0.0719
H -2.663 -2.594 0.088  0.1052
H -1.111 -4.076 0.766  0.0805
H -2.432 -4.415 1.849  0.1094
H -0.399 -4.557 3.055  0.0988
H 0.221 -3.055 2.437  0.1135
H -0.502 -3.178 4.848  0.0963
H -2.159 -3.225 4.345  0.0996
H -1.376 -0.993 3.010  0.0417
H -1.898 -0.907 4.658  0.1066
H 0.813 -0.621 3.461  0.0739
H 0.770 -1.462 4.986  0.0932
H 1.151 0.836 5.539  0.0281
H -0.524 0.497 5.965  0.0283
H -1.117 3.851 3.006  -0.1269
H -1.394 3.024 5.220  -0.1003
H -1.621 1.290 3.090  -0.0809
H 1.786 3.046 2.141  0.0265
H 1.830 1.340 2.412  0.0455
H -0.563 2.372 0.860  0.0721
H 1.001 2.327 0.036  0.0917
H 1.188 -0.079 0.700  0.1217
H -0.423 0.035 1.396  0.0636
H 0.244 0.606 -1.502  0.1118
H -1.365 0.587 -0.806  0.1155
H 0.284 -1.684 -0.673  0.0469
C -0.691 3.836 -3.663  -0.0082
C 0.791 3.627 -3.449  -0.5482
O 1.304 3.715 -2.345  0.0274
N 1.550 3.339 -4.534  0.0128
C 1.193 3.203 -5.926  -0.0787
H -1.142 4.057 -2.701  0.0826
H -0.872 4.670 -4.343  0.0796
H -1.153 2.939 -4.076  0.0826
H 2.523 3.189 -4.320  0.0794
H 1.477 2.212 -6.282  0.0831
H 1.750 3.934 -6.515  0.0812
H 0.128 3.357 -6.073  0.0708
C 6.540 3.332 -5.247  -0.0116
C 5.206 3.048 -4.595  -0.5388
O 4.366 2.343 -5.138  0.0212
N 4.980 3.600 -3.376  0.0219
C 5.856 4.458 -2.601  -0.0658
H 6.564 2.820 -6.204  0.0793
H 6.673 4.402 -5.413  0.0825
H 7.361 2.968 -4.629  0.0838
H 4.089 3.359 -2.966  0.1255
H 6.095 3.993 -1.644  0.0887
H 5.375 5.417 -2.406  0.0879
H 6.780 4.637 -3.139  0.0672
C 0.048 -4.430 -3.051  -0.0008
C 0.558 -4.546 -1.634  -0.5370
O 0.967 -3.577 -1.023  0.0354
N 0.535 -5.775 -1.049  0.0111
C 0.077 -7.027 -1.614  -0.0806
H 0.128 -3.389 -3.346  0.0846
H 0.639 -5.046 -3.730  0.0820
H -0.996 -4.736 -3.112  0.0858
H 0.879 -5.775 -0.102  0.1389
H -0.748 -7.436 -1.028  0.0825
H 0.884 -7.762 -1.630  0.0802
H -0.268 -6.875 -2.631  0.0684

The value obtained for the calculated total energy is -2193.90515 a.u. As for the lowest unoccupied orbital energy: 2.0356 eV. The net charge is -1.



(2)
A molecular structure, C24H56MnN7O8 in a non-equilibrium geometry. Source: the Open Molecules 2025 dataset; level of theory: ωB97M-V/def2-TZVPD.

Last column: Löwdin spin population.
Geometry (Å):
Mn 1.870 4.266 0.509  4.7456
C -0.536 2.615 -1.841  0.0041
C 0.129 1.914 -0.655  0.0155
C 1.257 1.023 -1.094  0.0028
O 0.489 2.821 0.349  0.1554
H -0.755 1.873 -2.612  0.0002
H 0.169 3.326 -2.295  0.0004
H -1.437 3.156 -1.563  0.0000
H -0.680 1.263 -0.284  0.0020
H 1.034 0.346 -1.927  0.0001
H 1.642 0.304 -0.361  0.0000
H 2.123 1.611 -1.430  -0.0001
C -6.112 0.218 0.021  0.0000
O -7.292 0.269 -0.243  0.0000
N -5.310 1.314 0.158  0.0000
C -3.889 1.148 0.363  0.0001
C -5.901 2.616 0.334  0.0000
H -5.550 -0.715 0.191  0.0000
H -3.511 0.144 0.205  0.0000
H -3.695 1.327 1.430  0.0000
H -3.355 1.923 -0.190  0.0000
H -5.756 2.959 1.363  0.0000
H -5.474 3.375 -0.330  0.0000
H -6.952 2.579 0.069  0.0000
C -0.377 2.388 3.777  -0.0004
O 0.331 3.216 4.341  0.0017
N -1.130 1.477 4.408  0.0000
C -1.982 0.618 3.614  0.0000
C -0.980 1.228 5.826  0.0000
H -0.306 2.317 2.681  -0.0004
H -1.659 -0.419 3.647  0.0000
H -1.990 1.014 2.598  0.0000
H -3.050 0.674 3.838  0.0000
H -0.923 0.148 5.954  0.0000
H -0.141 1.763 6.256  0.0000
H -1.859 1.580 6.373  0.0000
C -1.295 -1.242 -3.111  0.0000
O -0.162 -1.039 -3.505  0.0000
N -1.939 -2.414 -3.039  0.0000
C -3.248 -2.464 -2.384  0.0000
C -1.321 -3.709 -3.253  0.0000
H -1.868 -0.410 -2.669  0.0000
H -3.356 -3.049 -1.469  0.0000
H -3.828 -2.986 -3.154  0.0000
H -3.750 -1.521 -2.175  0.0000
H -0.476 -3.511 -3.924  0.0000
H -0.883 -4.118 -2.347  0.0000
H -1.944 -4.369 -3.850  0.0000
C -3.359 -2.863 1.948  0.0000
O -3.583 -1.742 2.387  0.0000
N -2.374 -3.141 1.070  0.0000
C -2.003 -4.519 0.741  0.0000
C -1.407 -2.135 0.674  0.0000
H -3.922 -3.756 2.256  0.0000
H -2.771 -5.261 0.923  0.0000
H -1.097 -4.805 1.290  0.0000
H -1.653 -4.492 -0.292  0.0000
H -1.885 -1.168 0.795  0.0001
H -0.498 -2.136 1.282  0.0000
H -1.126 -2.382 -0.350  0.0000
C 4.141 -0.956 3.858  0.0000
O 3.889 -0.644 4.988  0.0000
N 3.455 -0.555 2.762  0.0000
C 3.757 -1.107 1.466  0.0000
C 2.169 0.095 2.892  0.0001
H 4.981 -1.614 3.585  0.0000
H 2.959 -1.776 1.125  0.0000
H 4.686 -1.665 1.438  0.0000
H 3.759 -0.280 0.749  0.0000
H 2.092 0.843 2.098  0.0001
H 1.379 -0.621 2.615  0.0000
H 1.896 0.457 3.875  0.0000
C 1.420 -3.422 -0.860  0.0000
O 0.929 -4.411 -0.353  0.0000
N 2.732 -3.188 -1.012  0.0000
C 3.236 -2.216 -1.953  0.0000
C 3.751 -4.060 -0.466  0.0000
H 0.790 -2.632 -1.301  0.0000
H 3.813 -2.680 -2.756  0.0000
H 3.824 -1.446 -1.449  0.0000
H 2.418 -1.729 -2.490  0.0000
H 3.401 -4.671 0.361  0.0000
H 4.053 -4.732 -1.280  0.0000
H 4.677 -3.578 -0.152  0.0000
C 3.727 3.784 -2.204  0.0085
O 3.141 3.967 -1.126  0.0510
N 3.900 4.742 -3.108  0.0084
C 4.600 4.430 -4.341  0.0009
C 3.337 6.069 -3.009  0.0011
H 4.215 2.865 -2.532  0.0008
H 3.954 4.152 -5.171  0.0003
H 5.311 3.616 -4.166  0.0001
H 5.298 5.221 -4.621  0.0001
H 4.128 6.814 -2.896  0.0003
H 2.674 6.310 -3.834  0.0003
H 2.812 6.167 -2.057  0.0006

The multiplicity is 6. The value obtained for the calculated total energy is -3084.00205 a.u. As for the lowest unoccupied orbital energy (spin up / spin down): -5.0950 / -5.2636 eV. The net charge is +1.